{"formula": "C49H39BrIN4O5PSW", "method": "ωB97M-V/def2-TZVPD", "relative_energy_kj_mol": 64.7, "molar_mass_g_mol": 1217.56, "homo_energy_ev": [-13.20, -13.20], "e_tot_ev": -167727.1926, "lumo_energy_ha": [-0.236, -0.242], "charge": 2, "multiplicity": 3, "s_squared": 2.0268, "species": ["W", "I", "Br", "S", "P", "O", "O", "O", "O", "O", "N", "N", "N", "N", "C", "C", "C", "C", "C", "C", "C", "C", "C", "C", "C", "C", "C", "C", "C", "C", "C", "C", "C", "C", "C", "C", "C", "C", "C", "C", "C", "C", "C", "C", "C", "C", "C", "C", "C", "C", "C", "C", "C", "C", "C", "C", "C", "C", "C", "C", "C", "C", "C", "H", "H", "H", "H", "H", "H", "H", "H", "H", "H", "H", "H", "H", "H", "H", "H", "H", "H", "H", "H", "H", "H", "H", "H", "H", "H", "H", "H", "H", "H", "H", "H", "H", "H", "H", "H", "H", "H", "H"], "coordinates": [[0.28870, 0.36180, 0.15883], [0.59431, 1.31320, 2.77639], [1.59478, 2.06177, 5.93094], [-0.90676, -1.47385, 0.80564], [3.11439, -1.27766, -0.31197], [1.01113, 2.48678, -0.00479], [-5.10950, -5.92664, -2.28225], [2.30385, -0.03577, 0.17192], [-3.34981, 1.83795, -0.82151], [-4.18790, -7.07344, -0.63664], [-0.75343, 4.03823, 0.02165], [0.30447, 0.31048, -1.91712], [0.99895, 1.24647, -2.60028], [-1.12784, 1.85165, -0.22979], [-0.53308, -0.24043, -2.79866], [-4.27796, -6.04802, -1.24311], [3.40531, -3.87846, 0.55855], [-2.37269, 2.43621, -0.48362], [-2.95656, -2.48667, -0.76185], [-3.40316, 5.73491, 1.09327], [0.53316, 0.51768, 5.73599], [2.07245, -2.93981, -4.43428], [-1.86295, -2.76731, 0.04382], [-3.92610, 4.77071, -1.88985], [-2.20167, 3.96126, -0.25995], [0.20456, -0.24151, 6.84926], [-2.02647, 6.05874, -3.45153], [3.27397, -4.91467, 1.46652], [-1.55724, -4.06990, 0.42550], [5.76897, -1.57072, -1.04581], [2.08087, -3.45498, 2.96665], [-4.09848, 6.14297, 2.22178], [-4.31455, 5.49072, -3.00711], [0.62300, 1.28406, -3.88476], [-2.58103, 4.70637, -1.53611], [5.24046, 0.27380, 0.43922], [1.44927, -3.45902, -3.30777], [2.62626, -1.87077, -1.94124], [2.20991, -2.41388, 2.06080], [-0.58011, -1.37521, 6.71271], [2.85973, -2.62740, 0.84896], [-0.72453, -1.00601, 4.34348], [2.94952, -1.86848, -4.32363], [-2.34824, -5.10291, -0.03580], [-0.36584, 0.33872, -4.05224], [1.72446, -2.92840, -2.05821], [-3.96541, 3.92067, 3.11790], [-3.26465, 3.51092, 1.99463], [-2.99477, 4.41200, 0.96711], [-3.36833, 6.14768, -3.78146], [6.58220, 0.61708, 0.48110], [-3.44525, -4.84729, -0.85803], [4.83912, -0.81738, -0.32969], [7.50890, -0.12952, -0.23390], [-3.74230, -3.53702, -1.21536], [-4.38627, 5.23707, 3.23109], [-1.63058, 5.33396, -2.33465], [0.07131, 0.11389, 4.48938], [3.23676, -1.33666, -3.07613], [-0.21512, 2.83675, -0.06306], [7.10716, -1.21915, -0.99588], [-1.05127, -1.75461, 5.46558], [2.60881, -4.70336, 2.66791], [3.43657, -1.46877, -5.20348], [1.69890, 1.80643, -2.13984], [-4.61004, -3.29897, -1.81914], [-0.83000, -1.95893, 7.58812], [-1.09233, -1.30130, 3.37565], [2.51986, -5.51511, 3.37777], [-5.36370, 5.55884, -3.26203], [-0.25332, 4.89418, 0.19922], [1.88316, -3.37785, -5.40570], [-0.89190, 0.09067, -4.95690], [6.90088, 1.46373, 1.07332], [1.26975, -3.35093, -1.16879], [-4.42218, 7.17152, 2.30804], [1.57708, -3.28628, 3.91012], [-1.22403, -1.00665, -2.48597], [3.69687, -5.88437, 1.24176], [1.06789, 1.96786, -4.58828], [-0.57799, 5.28297, -2.09082], [5.44456, -2.41312, -1.64516], [-3.19873, 6.44830, 0.30520], [-1.28161, 6.56945, -4.04746], [-4.94410, 5.55295, 4.10234], [1.83366, -1.43213, 2.30841], [4.50529, 0.84784, 0.98854], [3.95726, -0.53330, -2.97187], [-4.18868, 3.20655, 3.89961], [-2.95104, 2.47622, 1.91066], [-0.72239, -4.26229, 1.08895], [-3.67666, 6.73766, -4.63410], [-2.15037, -6.12754, 0.24793], [0.56209, 0.06424, 7.82273], [7.83273, -1.79685, -1.55195], [0.77179, -4.29806, -3.39991], [8.55598, 0.14069, -0.19947], [-5.06722, -5.07142, -2.71847], [-4.66428, 4.26831, -1.27841], [-3.21419, -1.46057, -0.99563], [3.93373, -4.03429, -0.37516], [-1.68020, -2.62727, 5.35161]], "atomic_forces_ev_per_a": [[0.1, -0.8, 0.2], [0.0, -0.1, 1.1], [0.0, 0.0, 0.2], [0.4, 0.6, 0.2], [0.1, -0.4, 0.0], [-0.2, -0.6, 0.3], [-0.2, -0.2, -0.1], [-0.8, -0.1, -0.2], [0.0, 0.2, 0.1], [0.0, 0.0, -0.1], [-0.1, -0.1, -0.3], [0.2, 0.0, -0.8], [0.0, 0.0, -0.3], [0.6, 0.2, 0.2], [0.0, -0.1, 0.0], [0.2, 0.1, 0.1], [0.0, 0.0, -0.1], [-0.1, -0.5, 0.0], [0.1, 0.1, 0.0], [0.0, 0.0, 0.0], [0.1, 0.1, -0.3], [0.0, 0.1, -0.1], [0.0, 0.2, -0.3], [0.0, 0.0, 0.0], [-0.2, 0.2, 0.1], [0.0, 0.0, 0.1], [0.0, 0.0, 0.0], [0.0, 0.0, -0.1], [0.1, 0.1, 0.0], [0.0, 0.0, 0.0], [0.0, 0.0, 0.1], [0.0, 0.0, 0.0], [-0.1, 0.0, 0.0], [0.0, -0.1, 0.0], [0.1, 0.0, 0.0], [0.0, 0.0, 0.0], [-0.1, -0.1, 0.0], [0.3, 0.0, 0.4], [0.1, 0.0, 0.0], [0.0, 0.0, 0.0], [0.1, 0.2, -0.1], [0.0, 0.0, 0.0], [0.1, 0.1, 0.0], [-0.1, -0.1, 0.0], [0.0, -0.1, 0.0], [0.0, 0.0, 0.1], [0.1, -0.1, 0.0], [0.0, 0.0, -0.1], [0.0, -0.1, 0.0], [0.1, 0.0, 0.0], [0.0, 0.0, 0.0], [0.1, 0.0, 0.1], [-0.3, 0.1, 0.0], [0.1, 0.0, 0.0], [0.0, -0.1, 0.0], [0.0, 0.0, 0.0], [-0.1, 0.0, 0.1], [0.0, 0.2, -0.4], [-0.1, 0.0, 0.0], [-0.4, 0.9, -0.1], [0.0, -0.1, 0.0], [0.0, 0.0, 0.0], [0.0, 0.0, 0.0], [0.0, 0.0, 0.0], [0.0, 0.0, 0.1], [0.0, 0.0, 0.0], [0.0, 0.0, 0.0], [0.0, 0.0, -0.1], [0.0, 0.0, 0.0], [0.0, 0.0, 0.0], [0.1, 0.0, 0.0], [0.0, 0.0, 0.0], [0.0, 0.0, 0.0], [0.0, 0.0, 0.0], [0.0, 0.0, -0.1], [0.0, 0.0, 0.0], [0.0, 0.0, 0.0], [0.0, 0.0, 0.0], [0.0, 0.0, 0.0], [0.1, 0.0, 0.1], [0.0, 0.0, 0.0], [0.1, 0.0, 0.0], [0.0, 0.0, 0.0], [0.0, 0.0, 0.0], [0.0, 0.0, 0.0], [0.0, 0.0, 0.0], [0.0, 0.0, 0.0], [0.0, 0.0, -0.1], [0.0, 0.0, 0.0], [0.0, 0.0, 0.0], [0.0, 0.0, 0.0], [0.0, 0.0, 0.0], [0.0, 0.0, 0.0], [0.0, 0.0, 0.0], [0.0, 0.0, 0.0], [0.0, 0.0, 0.0], [0.0, 0.0, 0.0], [0.1, 0.1, 0.0], [0.0, 0.0, 0.0], [0.0, 0.0, 0.0], [0.0, -0.1, 0.0], [0.0, 0.0, 0.0]], "lowdin_charge": [1.130, 1.203, 0.770, 0.667, 0.905, -0.167, 0.150, -0.535, 0.150, 0.150, 0.219, -0.167, 0.040, -0.013, -0.087, -0.477, -0.070, -0.391, -0.093, -0.018, -0.737, -0.044, -0.573, -0.023, -0.230, -0.102, -0.068, -0.045, -0.089, -0.076, -0.054, -0.051, -0.047, -0.033, -0.169, -0.059, -0.049, -0.301, -0.101, -0.047, -0.286, -0.154, -0.052, 0.014, -0.006, -0.081, -0.059, -0.026, -0.151, -0.065, -0.050, -0.105, -0.285, -0.043, -0.002, -0.062, -0.035, -0.598, -0.086, -0.645, -0.047, -0.060, -0.045, 0.118, 0.157, 0.124, 0.122, 0.029, 0.119, 0.115, 0.184, 0.119, 0.119, 0.117, 0.103, 0.115, 0.110, 0.113, 0.119, 0.140, 0.102, 0.111, 0.124, 0.109, 0.113, 0.041, 0.107, 0.116, 0.111, 0.108, 0.107, 0.113, 0.133, 0.115, 0.118, 0.118, 0.119, 0.101, 0.131, 0.109, 0.114, 0.118]}